(1)
DFT (ωB97M-V/def2-TZVPD) results for 2 unconnected molecules or ions with the total composition C3H9NO2.

For the frontier orbital gap, the calculation gives 10.368 eV. The calculation puts the total energy at -324.90610 a.u. As for the SMILES: CC=O.NCO. As for the energy above the lowest of the compared OMol25 structures with the same formula, charge and spin: 174.62 kJ/mol.

Structure (ORCA input):
```
! wB97M-V def2-TZVPD RIJCOSX def2/J DEFGRID3
* xyz 0 1
C 1.073 -2.583 -0.321
C -0.325 -2.116 -0.081
O -0.798 -1.190 -0.693
H 1.152 -2.945 -1.352
H 1.464 -3.303 0.395
H 1.744 -1.720 -0.299
H -0.953 -2.651 0.651
N 0.115 1.279 0.899
C -0.425 1.989 -0.211
O -0.705 3.342 0.174
H 0.523 1.893 1.590
H -0.592 0.729 1.373
H 0.282 1.993 -1.045
H -1.337 1.512 -0.561
H -1.216 3.772 -0.519
*
```

Results of the Löwdin charge analysis, in e, for atoms 1 through 8: number 1, C, carries -0.055; number 2, C, carries -0.319; number 3, O, carries 0.021; number 4, H, carries 0.087; number 5, H, carries 0.071; number 6, H, carries 0.084; number 7, H, carries 0.113; number 8, N, carries 0.018

(2)
DFT (ωB97M-V/def2-TZVPD) results for a molecular structure, C5H5Br15.

For the frontier orbital gap, the calculation gives 9.962 eV. The calculation puts the total energy at -38803.67165 a.u. As for the energy above the lowest of the compared OMol25 structures with the same formula, charge and spin: 6.83 kJ/mol.

Structure (ORCA input):
```
! wB97M-V def2-TZVPD RIJCOSX def2/J DEFGRID3
* xyz 0 1
C 3.206 3.567 1.749
Br 2.165 5.150 1.977
Br 3.520 2.701 3.427
Br 4.851 3.934 0.820
H 2.673 2.852 1.142
C 0.335 -0.200 0.024
Br 1.347 -0.812 1.518
Br 1.028 1.426 -0.704
Br -1.530 -0.032 0.459
H 0.407 -0.947 -0.757
C -2.985 1.385 -2.808
Br -4.407 0.630 -3.842
Br -3.371 3.216 -2.308
Br -1.291 1.269 -3.686
H -2.906 0.831 -1.884
C 2.351 -3.326 -2.857
Br 3.151 -3.129 -1.133
Br 0.896 -2.101 -3.095
Br 1.788 -5.127 -3.164
H 3.083 -3.120 -3.624
C -2.783 -1.676 3.667
Br -1.946 -2.261 5.270
Br -3.078 0.229 3.681
Br -4.402 -2.601 3.280
H -2.102 -1.859 2.847
*
```

Results of the Löwdin charge analysis, in e, for atoms 1 through 8: number 1, C, carries -1.682; number 2, Br, carries 0.582; number 3, Br, carries 0.568; number 4, Br, carries 0.566; number 5, H, carries -0.112; number 6, C, carries -1.638; number 7, Br, carries 0.594; number 8, Br, carries 0.609

(3)
DFT (ωB97M-V/def2-TZVPD) results for a molecular structure, C46H36Cl2F5Ge2N3S2Tl.

For the frontier orbital gap, the calculation gives 6.297 eV. The calculation puts the total energy at -8481.14862 a.u. As for the energy above the lowest of the compared OMol25 structures with the same formula, charge and spin: 92.80 kJ/mol.

Structure (ORCA input):
```
! wB97M-V def2-TZVPD RIJCOSX def2/J DEFGRID3
* xyz -1 1
Tl 0.513 1.694 -0.963
C -1.357 6.832 -2.425
S 0.144 6.190 -3.205
C 0.058 4.459 -2.874
S -1.170 3.808 -1.883
N 0.978 3.791 -3.509
N 1.027 2.489 -3.199
C 1.567 1.626 -3.952
C 1.503 0.222 -3.565
C 2.125 -0.719 -4.346
C 1.998 -2.077 -3.975
C 1.247 -2.414 -2.901
C 0.592 -1.412 -2.090
N 0.788 -0.090 -2.460
H -1.315 7.914 -2.546
H -2.235 6.425 -2.922
H -1.380 6.561 -1.375
H 2.023 1.897 -4.902
H 2.713 -0.419 -5.202
H 2.497 -2.842 -4.558
H 1.126 -3.444 -2.601
H -0.600 -0.903 -0.441
Cl 2.690 -0.432 0.284
C 2.386 -0.588 2.028
Cl 0.782 -1.244 2.354
H 2.452 0.397 2.478
H 3.121 -1.275 2.431
F 3.787 1.206 -2.112
C 3.773 2.363 -1.417
C 2.670 2.702 -0.657
C 2.799 3.873 0.059
F 1.801 4.242 0.899
C 3.910 4.698 0.008
F 3.968 5.839 0.710
C 4.975 4.331 -0.792
F 6.059 5.111 -0.876
C 4.914 3.143 -1.499
F 5.959 2.769 -2.253
Ge -1.084 1.994 1.275
C -0.649 1.605 3.165
C 0.344 2.282 3.866
C 0.469 2.131 5.240
C -0.389 1.285 5.927
C -1.354 0.570 5.231
C -1.479 0.729 3.860
C -1.779 3.847 1.352
C -3.076 4.114 0.919
C -3.576 5.407 0.923
C -2.779 6.461 1.346
C -1.493 6.208 1.799
C -1.005 4.909 1.810
H -2.392 1.192 1.094
H 1.023 2.938 3.331
H 1.225 2.691 5.777
H -0.308 1.185 7.003
H -2.021 -0.101 5.760
H -2.226 0.165 3.313
H -3.692 3.301 0.551
H -4.585 5.599 0.579
H -3.153 7.477 1.313
H -0.859 7.021 2.133
H 0.001 4.728 2.161
C -0.187 -1.730 -1.010
Ge -0.601 -3.519 -0.464
C 0.935 -4.555 0.277
C 1.186 -4.453 1.646
C 2.328 -4.999 2.213
C 3.242 -5.683 1.422
C 3.004 -5.805 0.062
C 1.866 -5.242 -0.500
C -1.952 -3.542 0.972
C -2.399 -4.772 1.452
C -3.356 -4.846 2.452
C -3.888 -3.681 2.990
C -3.457 -2.450 2.519
C -2.496 -2.383 1.519
C -1.483 -4.341 -2.049
C -0.975 -5.339 -2.874
C -1.598 -5.665 -4.072
C -2.747 -4.998 -4.463
C -3.277 -4.008 -3.645
C -2.647 -3.687 -2.454
H 0.477 -3.936 2.280
H 2.511 -4.883 3.275
H 4.128 -6.123 1.862
H 3.711 -6.330 -0.570
H 1.712 -5.341 -1.568
H -1.986 -5.684 1.032
H -3.693 -5.811 2.811
H -4.638 -3.735 3.769
H -3.878 -1.539 2.928
H -2.165 -1.415 1.157
H -0.085 -5.887 -2.582
H -1.180 -6.439 -4.706
H -3.232 -5.249 -5.399
H -4.175 -3.482 -3.942
H -3.054 -2.906 -1.821
*
```

Results of the Löwdin charge analysis, in e, for atoms 1 through 8: number 1, Tl, carries 0.661; number 2, C, carries -0.449; number 3, S, carries 0.821; number 4, C, carries -1.121; number 5, S, carries 0.574; number 6, N, carries -0.093; number 7, N, carries -0.133; number 8, C, carries -0.083

(4)
DFT (ωB97M-V/def2-TZVPD) results for 2 unconnected molecules or ions with the total composition F2HNS.

For the frontier orbital gap, the calculation gives 10.290 eV. The calculation puts the total energy at -653.20638 a.u. As for the energy above the lowest of the compared OMol25 structures with the same formula, charge and spin: 52.40 kJ/mol.

Structure (ORCA input):
```
! wB97M-V def2-TZVPD RIJCOSX def2/J DEFGRID3
* xyz 0 1
N -1.163 1.584 0.469
F 1.779 -0.313 -0.390
F -0.752 -1.045 0.481
S -0.976 0.549 -0.483
H 1.111 -0.775 -0.077
*
```

Atom-resolved charges from Löwdin, all expressed in e: number 1, N, carries -0.364; number 2, F, carries -0.049; number 3, F, carries -0.525; number 4, S, carries 0.996; number 5, H, carries -0.058